(1)
2 unconnected molecules or ions with the total composition C2H10NO2. Source: OMol25; level of theory: the ωB97M-V functional and the def2-TZVPD basis.

Last column: natural (NBO) charge in e.
Positions of all 15 atoms, in Å:
C -0.998 0.338 0.135  -0.135
O -0.635 -0.633 1.056  -0.121
C -0.130 -0.129 -1.146  -0.196
N -0.416 0.704 -2.368  -0.678
H -0.706 1.350 0.416  0.265
H -2.052 0.224 -0.132  0.279
H 0.224 -0.294 1.509  0.548
H 0.930 0.050 -0.972  0.263
H -0.318 -1.175 -1.366  0.279
H -0.541 1.697 -2.138  0.464
H -1.302 0.456 -2.831  0.468
H 0.313 0.592 -3.083  0.486
H 1.720 -0.214 3.173  0.524
H 2.473 -0.984 2.094  0.527
O 1.784 -0.305 2.211  -0.973

- <S²>: 0.75
- Kohn-Sham gap (alpha / beta): 12.4 / 6.2 eV
- Net charge: +2
- 2S+1: 2

(2)
C8H16N2 in the gas phase. Source: OMol25; level of theory: the ωB97M-V functional and the def2-TZVPD basis.

Last column: natural (NBO) charge in e.
Positions of all 26 atoms, in Å:
C -0.343 -0.455 0.572  -0.101
C 0.454 0.588 -0.301  -0.117
C 0.501 -1.650 1.035  -0.611
C -1.022 0.148 1.818  -0.614
C 1.598 -0.029 -1.133  -0.626
C 1.082 1.727 0.530  -0.608
C -0.592 1.256 -1.211  0.146
C -1.525 -1.013 -0.320  0.150
N -0.590 1.252 -2.505  -0.615
N -1.354 -1.890 -1.248  -0.627
H -0.049 0.486 -2.920  0.340
H -2.263 -2.184 -1.625  0.343
H -1.326 1.910 -0.708  0.170
H -2.545 -0.693 -0.043  0.159
H -0.091 -2.333 1.656  0.215
H -1.632 1.022 1.571  0.208
H 2.070 0.720 -1.779  0.220
H 1.839 1.346 1.222  0.214
H 1.358 -1.324 1.632  0.207
H 0.870 -2.239 0.187  0.232
H -1.690 -0.579 2.296  0.217
H -0.284 0.446 2.571  0.219
H 2.391 -0.429 -0.490  0.219
H 1.242 -0.836 -1.779  0.226
H 0.337 2.293 1.099  0.211
H 1.564 2.461 -0.128  0.222

- Kohn-Sham gap: 10.1 eV
- Net charge: 0
- 2S+1: 1
- Structure (SMILES): [H]/N=C\C(C)(C)C(C)(C)/C=N/[H]

(3)
2 unconnected molecules or ions with the total composition C2H7NOS. Source: OMol25; level of theory: the ωB97M-V functional and the def2-TZVPD basis.

Last column: natural (NBO) charge in e.
Positions of all 12 atoms, in Å:
C -3.115 -2.071 -2.846  -0.904
S -1.374 -1.973 -2.941  0.761
H -3.566 -0.984 -2.973  0.298
H -3.278 -2.420 -1.865  0.303
H -3.848 -2.507 -3.613  0.344
H -1.301 -0.583 -2.523  0.198
C 2.615 1.266 3.255  0.536
N 2.737 2.373 2.342  -0.875
O 3.404 1.168 4.116  -0.552
H 1.718 0.619 3.136  0.103
H 2.420 2.276 1.315  0.388
H 3.587 2.835 2.598  0.400

- <S²>: 0.75
- Kohn-Sham gap (alpha / beta): 6.6 / 2.2 eV
- Net charge: +1
- 2S+1: 2

(4)
9 unconnected molecules or ions with the total composition C26H73N7O9. Source: OMol25; level of theory: the ωB97M-V functional and the def2-TZVPD basis.

Last column: Mulliken charge in e.
Positions of all 115 atoms, in Å:
C -2.141 -5.162 -2.446  -1.577
C -1.406 -4.169 -3.297  0.949
C -0.079 -4.737 -3.775  -0.799
O 0.825 -4.905 -2.608  -0.144
C 1.997 -5.541 -2.885  -0.978
N -2.195 -3.744 -4.486  -0.449
H -1.415 -5.628 -1.724  0.356
H -2.423 -6.023 -3.087  0.424
H -3.021 -4.683 -1.939  0.258
H -1.229 -3.294 -2.677  -0.262
H 0.429 -4.063 -4.495  0.368
H -0.287 -5.779 -4.190  0.383
H 1.873 -6.571 -3.190  0.364
H 2.701 -5.473 -2.012  0.229
H 2.520 -5.200 -3.787  0.350
H -1.642 -3.063 -5.009  0.163
H -2.259 -4.537 -5.119  0.308
C 1.766 6.168 1.752  -1.525
C 1.488 4.765 1.296  0.798
C 2.377 3.803 2.039  0.338
O 3.658 4.041 1.463  -0.447
C 4.594 3.213 2.031  -0.741
N 0.088 4.450 1.586  -0.555
H 1.836 6.178 2.852  0.252
H 0.970 6.872 1.406  0.403
H 2.690 6.486 1.296  0.346
H 1.776 4.625 0.188  -0.104
H 2.107 2.768 1.762  -0.072
H 2.448 3.957 3.090  0.041
H 4.545 2.215 1.644  0.211
H 4.427 3.213 3.092  0.244
H 5.531 3.708 1.801  0.320
H -0.451 5.122 1.080  0.325
H -0.169 3.665 1.050  0.122
C -0.196 2.248 4.388  -1.447
C 1.143 1.543 4.444  0.806
C 1.983 2.157 5.543  -0.862
O 2.059 3.532 5.197  -0.159
C 2.748 4.305 6.228  -0.957
N 0.985 0.132 4.809  -0.490
H -0.875 1.627 3.814  0.416
H -0.231 3.235 3.913  0.244
H -0.724 2.371 5.377  0.318
H 1.710 1.577 3.531  -0.012
H 3.026 1.703 5.636  0.381
H 1.445 2.019 6.522  0.337
H 2.975 5.282 5.823  0.284
H 3.762 3.922 6.556  0.315
H 2.113 4.348 7.078  0.352
H 0.414 -0.153 5.593  0.224
H 1.916 -0.235 4.868  0.312
C 0.864 -1.041 -4.522  0.449
O 1.305 -1.087 -5.635  -0.694
N -0.342 -0.493 -4.065  -0.080
N 1.724 -1.399 -3.520  -0.246
H -0.841 0.157 -4.681  0.225
H -0.495 -0.522 -3.078  0.044
H 1.551 -1.567 -2.540  0.033
H 2.498 -1.950 -3.930  0.184
C 2.861 2.322 -1.727  0.745
O 1.826 2.221 -1.106  -0.680
N 3.803 3.301 -1.614  -0.482
N 3.179 1.532 -2.767  -0.405
H 4.719 3.156 -1.977  0.215
H 3.712 3.884 -0.812  0.195
H 3.981 1.717 -3.326  0.143
H 2.648 0.651 -2.817  0.219
C -1.092 -1.418 0.574  -1.630
C 0.122 -0.526 0.235  1.637
C 1.342 -1.302 0.201  -0.946
O -0.128 0.038 -1.043  -0.232
H -1.282 -1.534 1.644  0.328
H -0.828 -2.390 0.187  0.306
H -2.007 -0.950 0.296  0.427
H 0.232 0.318 0.866  -0.257
H 2.226 -0.797 -0.138  0.314
H 1.254 -2.280 -0.399  -0.132
H 1.718 -1.692 1.157  0.172
H 0.491 0.794 -1.140  0.172
C -5.255 -1.988 -2.657  -0.835
C -5.116 -1.828 -4.149  0.407
C -4.045 -0.871 -4.628  -0.838
O -4.891 -3.125 -4.658  -0.628
H -4.410 -2.559 -2.231  0.004
H -6.148 -2.617 -2.419  0.291
H -5.418 -1.030 -2.185  0.246
H -6.080 -1.457 -4.493  0.339
H -4.005 -0.821 -5.716  0.353
H -3.054 -1.066 -4.240  -0.043
H -4.475 0.099 -4.339  0.324
H -3.974 -3.368 -4.515  0.476
C -5.404 3.278 -2.476  -1.165
C -5.033 3.541 -0.975  0.509
C -4.151 2.459 -0.298  -0.996
O -4.418 4.841 -0.977  -0.539
H -5.717 2.256 -2.648  0.280
H -4.459 3.429 -2.977  0.325
H -6.222 3.995 -2.813  0.298
H -6.046 3.553 -0.471  0.128
H -4.763 1.538 -0.302  0.320
H -4.034 2.820 0.733  0.376
H -3.172 2.286 -0.839  0.178
H -3.797 5.068 -0.259  0.287
C 1.002 -4.667 2.906  -1.147
C 1.691 -3.912 4.046  0.530
C 3.127 -4.424 4.239  -1.419
O 1.807 -2.593 3.531  -0.512
H 0.770 -5.678 3.292  0.408
H 1.601 -4.754 1.954  0.212
H 0.084 -4.217 2.634  0.326
H 1.206 -3.809 4.992  0.325
H 3.084 -5.452 4.660  0.375
H 3.771 -3.808 4.895  0.341
H 3.686 -4.511 3.297  0.314
H 1.036 -2.041 3.738  0.166

- Kohn-Sham gap: 9.7 eV
- Net charge: 0
- 2S+1: 1
- Structure (SMILES): COC[C@H](C)N.COC[C@H](C)N.COC[C@H](C)N.NC(N)=O.NC(N)=O.CC(C)O.CC(C)O.CC(C)O.CC(C)O

What are the relative energy (zero: lowest compared OMol25 entry of this formula, charge and spin) values for these records? In order: 0.0; 30.0; 42.7; 32.8 kcal/mol.